# C3H6Cl2OS

A structure of composition C3H6Cl2OS in a non-equilibrium geometry (ωB97M-V/def2-TZVPD, OMol25).

* F_max: 3.20 eV/Å
* energy above the lowest of the compared OMol25 structures with the same formula, charge and spin: 14.2 kJ/mol
* M: 161.05 g/mol
* lowest unoccupied orbital energy: 0.34 eV
* spin multiplicity: 1

Each line ends with the natural charge from an NBO analysis.
Positions of all 13 atoms, in Å:
1 C -0.853 1.899 -0.242  -0.677
2 C 0.817 -1.952 0.360  -0.610
3 C -0.655 0.469 -0.616  -0.286
4 O 1.148 0.319 1.714  -0.941
5 S 1.294 -0.156 0.349  1.185
6 Cl 2.224 -2.884 0.926  -0.031
7 Cl -0.476 0.144 -2.315  -0.020
8 H -0.236 2.552 -0.852  0.227
9 H -0.582 2.024 0.807  0.251
10 H -1.899 2.187 -0.366  0.229
11 H 0.577 -2.261 -0.652  0.236
12 H -0.005 -2.113 1.054  0.235
13 H -1.354 -0.227 -0.165  0.204

# C30H30BN9S2V

A structure of composition C30H30BN9S2V in a non-equilibrium geometry (ωB97M-V/def2-TZVPD, OMol25).

* F_max: 2.49 eV/Å
* energy above the lowest of the compared OMol25 structures with the same formula, charge and spin: 188.4 kJ/mol
* M: 642.52 g/mol
* charge: +1
* lowest unoccupied orbital energy (spin up / spin down): -3.55 / -3.22 eV
* spin multiplicity: 3

Each line ends with the Mulliken charge.
Positions of all 73 atoms, in Å:
1 V 0.520 0.279 -0.765  -0.249
2 C 1.696 0.802 -4.959  -0.876
3 C 1.779 0.881 -3.559  -0.237
4 N 0.722 0.800 -2.783  0.233
5 C -0.524 0.689 -3.345  0.974
6 C -0.694 0.611 -4.732  0.958
7 C 0.467 0.646 -5.536  -0.769
8 C -2.016 0.549 -5.244  -0.911
9 C -3.074 0.611 -4.386  -1.060
10 C -2.898 0.719 -2.984  -0.492
11 C -1.639 0.742 -2.444  -0.618
12 N -1.251 0.853 -1.107  1.339
13 C -1.755 1.779 -0.179  -0.685
14 C -3.054 2.071 0.127  -0.167
15 C -3.362 3.065 1.091  -1.192
16 C -2.384 3.775 1.718  -0.816
17 C -1.021 3.511 1.423  1.228
18 C 0.054 4.220 1.994  -0.861
19 C 1.338 3.895 1.658  -0.925
20 C 1.552 2.844 0.755  -0.003
21 N 0.572 2.165 0.199  0.503
22 C -0.723 2.491 0.512  0.389
23 H 2.599 0.857 -5.549  0.446
24 H 2.740 0.994 -3.070  0.469
25 H 0.370 0.570 -6.612  0.468
26 H -2.170 0.478 -6.313  0.444
27 H -4.082 0.589 -4.778  0.427
28 H -3.769 0.777 -2.348  0.385
29 H -3.865 1.550 -0.363  0.336
30 H -4.401 3.262 1.316  0.417
31 H -2.631 4.540 2.443  0.445
32 H -0.149 5.018 2.698  0.467
33 H 2.185 4.416 2.078  0.455
34 H 2.560 2.546 0.498  0.372
35 C -2.893 -0.533 2.733  -0.737
36 N -1.811 -1.396 3.153  0.184
37 C -1.936 -2.592 3.829  -0.455
38 C -0.680 -3.041 4.044  -0.681
39 N 0.208 -2.137 3.503  0.343
40 B 1.747 -2.514 3.531  0.441
41 N 2.704 -1.378 3.047  0.098
42 C 3.627 -0.748 3.844  -0.483
43 C 4.401 0.038 3.062  -0.576
44 N 3.945 -0.133 1.767  0.366
45 C 4.513 0.488 0.591  -0.560
46 C 2.907 -0.991 1.782  -0.619
47 S 1.973 -1.547 0.449  -0.157
48 C -0.495 -1.129 2.969  -0.358
49 S 0.126 0.293 2.252  -0.023
50 H -3.834 -1.034 2.949  0.327
51 H -2.820 -0.330 1.666  0.123
52 H -2.851 0.419 3.260  0.301
53 H -2.895 -2.997 4.098  0.444
54 H -0.336 -3.934 4.534  0.490
55 H 2.018 -2.735 4.685  -0.209
56 H 1.904 -3.477 2.826  -0.092
57 H 3.654 -0.919 4.905  0.509
58 H 5.240 0.669 3.292  0.471
59 H 5.114 1.339 0.899  0.322
60 H 3.716 0.819 -0.073  -0.061
61 H 5.135 -0.218 0.042  0.261
62 C -2.095 -2.250 -0.893  -0.614
63 C -0.791 -2.526 -1.552  -0.058
64 N 0.267 -1.732 -1.624  1.124
65 C 1.249 -2.445 -2.289  -0.698
66 C 0.774 -3.662 -2.633  -0.802
67 N -0.518 -3.697 -2.160  -0.028
68 H -2.048 -1.301 -0.367  -0.418
69 H -2.324 -3.032 -0.167  0.478
70 H -2.902 -2.210 -1.627  0.335
71 H 2.233 -2.042 -2.449  0.459
72 H 1.229 -4.497 -3.133  0.436
73 H -1.146 -4.481 -2.202  0.222